(1)
{"formula": "C5H9N", "method": "ωB97M-V/def2-TZVPD", "species": ["C", "C", "N", "C", "C", "C", "H", "H", "H", "H", "H", "H", "H", "H", "H"], "positions_angstrom": [[-2.1735, 1.3189, -0.4133], [-1.3768, 0.4774, 0.2753], [-1.0818, -0.8394, -0.1843], [0.3937, -1.1440, -0.4351], [2.4576, -0.0540, 0.8984], [1.4271, 0.0007, 0.0315], [-2.8429, 1.1714, -1.2908], [-2.3366, 2.2924, 0.0897], [-0.8532, 0.6962, 1.1538], [-1.6953, -1.3267, -0.8417], [0.4926, -1.2602, -1.5323], [0.6525, -2.1959, -0.0136], [3.1886, 0.7405, 1.0930], [2.6158, -0.8790, 1.5444], [1.1323, 1.0017, -0.3748]], "forces_ev_per_angstrom": [[-0.861, 1.174, 1.277], [-0.980, -2.029, -3.733], [1.789, 0.399, 1.134], [0.426, -0.133, 1.414], [-0.251, 0.226, -0.414], [-2.068, -0.425, -0.118], [1.151, -0.399, 0.657], [-0.063, -0.452, -0.331], [0.554, 0.737, 1.028], [0.261, 0.698, -0.012], [0.127, 0.188, -0.142], [-0.209, 1.950, -0.387], [-0.612, 0.122, -0.373], [0.126, -1.012, 0.181], [0.611, -1.042, -0.179]], "lowdin_spin": [0.067, 0.046, 0.040, 0.249, 0.145, 0.091, 0.019, 0.006, 0.003, 0.095, 0.112, 0.072, 0.021, 0.031, 0.001], "e_homo_ev": [1.45, -4.33], "charge": -1, "spin_multiplicity": 2, "homo_lumo_gap_ev": [2.818, 8.452]}



(2)
{"formula": "C22H46F7N5O16PS2", "method": "ωB97M-V/def2-TZVPD", "species": ["P", "F", "F", "F", "F", "F", "F", "C", "C", "O", "N", "C", "H", "H", "H", "H", "H", "H", "H", "C", "C", "O", "N", "C", "H", "H", "H", "H", "H", "H", "H", "C", "C", "O", "N", "C", "H", "H", "H", "H", "H", "H", "H", "C", "C", "O", "N", "C", "H", "H", "H", "H", "H", "H", "H", "C", "C", "O", "N", "C", "H", "H", "H", "H", "H", "H", "H", "C", "C", "O", "C", "O", "O", "F", "H", "H", "H", "C", "C", "O", "S", "O", "O", "O", "H", "H", "H", "H", "C", "C", "O", "S", "O", "O", "O", "H", "H", "H", "H"], "positions_angstrom": [[0.2219, -0.0301, -0.5938], [-0.8415, -0.3082, 0.5520], [1.3646, 0.3144, 0.5301], [0.6353, -1.5909, -0.6870], [1.4186, 0.2406, -1.6991], [-0.8462, -0.1929, -1.7813], [-0.0829, 1.5730, -0.6134], [2.3586, -0.3495, 4.8338], [2.5732, 1.0806, 4.4101], [3.0787, 1.9303, 5.1323], [2.2820, 1.3220, 3.1111], [2.5083, 2.6187, 2.5032], [1.5270, -0.8020, 4.3002], [2.0923, -0.4220, 5.8853], [3.2927, -0.8714, 4.6309], [1.8754, 0.5998, 2.5434], [2.0341, 2.5548, 1.5264], [3.5759, 2.8384, 2.4663], [2.0142, 3.4029, 3.0732], [-3.6337, -2.0867, -1.0109], [-3.4822, -3.5533, -1.3476], [-4.4259, -4.2947, -1.5195], [-2.1724, -3.9762, -1.4019], [-1.8727, -5.3289, -1.8236], [-4.4659, -1.6007, -1.5133], [-2.7328, -1.5439, -1.3033], [-3.7721, -1.9843, 0.0659], [-1.5255, -3.2777, -1.7333], [-1.9153, -6.0578, -1.0163], [-0.9144, -5.3499, -2.3396], [-2.5940, -5.6800, -2.5721], [2.7221, -3.1318, 1.0651], [4.0309, -2.3868, 1.2933], [4.8556, -2.6992, 2.1347], [4.1200, -1.2463, 0.5545], [5.1615, -0.2737, 0.7202], [2.5144, -3.8566, 1.8416], [2.5716, -3.4529, 0.0378], [2.0250, -2.3011, 1.2385], [3.3355, -1.0900, -0.0573], [6.0172, -0.4364, 0.0625], [5.4876, -0.2584, 1.7598], [4.7571, 0.7245, 0.5369], [-3.1177, 2.2150, 0.7309], [-4.5750, 1.9701, 0.4327], [-5.1303, 2.3760, -0.5725], [-5.2547, 1.2931, 1.3996], [-6.6919, 1.0840, 1.2888], [-3.0352, 3.2374, 1.1061], [-2.5194, 2.1571, -0.1731], [-2.7566, 1.4990, 1.4673], [-4.8488, 1.2211, 2.3157], [-7.0388, 0.5963, 2.1964], [-6.8987, 0.4562, 0.4259], [-7.2050, 2.0410, 1.1850], [2.3881, -3.0561, -3.5627], [1.0907, -2.9175, -4.3404], [0.9504, -3.3635, -5.4661], [0.1089, -2.2260, -3.7075], [-1.0900, -1.7969, -4.3969], [3.0579, -2.2996, -3.9711], [2.8106, -4.0388, -3.7538], [2.2304, -2.9005, -2.4973], [0.1363, -2.0002, -2.7284], [-0.9403, -0.8680, -4.9618], [-1.8284, -1.5062, -3.6497], [-1.4649, -2.5506, -5.0827], [1.2032, 5.7470, 0.5674], [0.1478, 4.6544, 0.6290], [-1.0112, 5.2893, 0.2126], [-0.8538, 6.6453, 0.3410], [-1.7230, 7.4295, 0.2190], [0.4165, 6.9414, 0.6947], [-0.0395, 4.2545, 1.9314], [1.7204, 5.7584, -0.3875], [1.8839, 5.7028, 1.4133], [0.4290, 3.7831, 0.0463], [-0.7425, -3.6093, 2.1446], [-1.6010, -2.6993, 3.0014], [-0.7214, -2.2868, 4.0660], [0.1304, -3.5577, 4.4901], [-0.6725, -4.4172, 5.2763], [1.3926, -3.1248, 4.9209], [0.2125, -4.1966, 3.0224], [-0.2372, -3.1547, 1.2901], [-1.4026, -4.3238, 1.6385], [-2.4285, -3.2232, 3.4796], [-1.9379, -1.8247, 2.4531], [2.0339, 2.9981, -3.3924], [0.5459, 2.7755, -3.5667], [-0.0416, 3.9586, -3.0134], [0.7816, 5.1757, -3.6108], [0.8245, 6.2190, -2.6557], [0.3631, 5.4377, -4.9363], [2.1959, 4.4322, -3.6045], [2.6966, 2.4919, -4.0893], [2.3966, 2.7641, -2.3891], [0.1272, 1.9320, -3.0353], [0.3598, 2.6391, -4.6368]], "forces_ev_per_angstrom": [[2.042, 2.142, -0.525], [-0.265, -0.240, -0.114], [-0.250, -0.964, 0.277], [-0.427, -0.240, 0.428], [-0.344, -0.061, -0.309], [-0.283, -0.493, 0.109], [-0.449, -0.147, 0.133], [-0.408, 0.298, 0.066], [0.442, 0.003, 0.025], [-0.222, -0.003, -0.057], [-0.101, 0.209, 0.137], [-0.271, -0.397, 0.235], [0.216, -0.086, -0.285], [0.330, 0.137, 0.096], [-0.124, -0.296, 0.075], [-0.014, -0.003, 0.007], [0.330, 0.233, -0.174], [0.005, 0.069, -0.242], [0.041, 0.007, 0.078], [0.450, 0.224, -0.197], [-0.122, 0.365, -0.176], [-0.015, -0.284, 0.194], [-0.103, -0.028, -0.130], [-0.383, -0.380, -0.873], [-0.207, -0.341, -0.019], [-0.021, 0.077, 0.264], [0.016, 0.042, 0.014], [0.084, 0.051, 0.284], [0.217, 0.158, 0.186], [0.196, 0.008, 0.363], [-0.092, 0.179, 0.163], [-0.102, 1.403, 0.456], [0.191, -0.138, 0.337], [0.027, -0.053, -0.168], [-0.342, -0.751, -0.135], [-0.075, 0.603, 0.201], [0.328, -0.383, -0.224], [0.091, -0.303, 0.063], [-0.402, -0.386, -0.160], [0.154, 0.469, -0.075], [0.027, -0.069, 0.053], [0.131, -0.268, -0.049], [-0.019, -0.085, -0.202], [-0.217, 0.069, 0.065], [0.067, 0.331, -0.127], [-0.025, -0.248, -0.050], [-0.350, -0.235, 0.194], [0.396, 0.280, 0.101], [0.129, -0.063, 0.102], [-0.054, -0.092, -0.058], [0.218, 0.136, 0.025], [0.165, -0.063, -0.087], [-0.024, -0.094, -0.025], [-0.153, 0.035, -0.032], [-0.119, -0.070, -0.140], [-0.475, -0.085, -0.253], [0.016, -0.157, 0.356], [0.092, 0.175, -0.109], [-0.540, -0.020, -0.181], [-0.179, 0.579, 0.017], [0.132, 0.005, 0.196], [0.049, -0.010, 0.015], [0.160, 0.094, 0.031], [0.650, 0.136, -0.068], [0.290, -0.208, -0.130], [-0.138, -0.385, -0.032], [-0.039, -0.129, 0.109], [-0.269, 0.283, 0.420], [0.821, 0.206, 0.141], [-0.028, -0.020, -0.394], [0.403, -0.135, 0.477], [-0.490, 0.346, -0.203], [-0.059, -0.303, -0.382], [-0.114, -0.104, 0.140], [0.065, -0.010, -0.052], [0.074, -0.090, -0.071], [-0.564, -0.148, -0.172], [-0.777, -0.230, -1.180], [0.083, 0.246, 0.195], [0.206, 0.296, -0.083], [-0.888, -0.072, -0.865], [-0.216, -0.335, 0.497], [0.789, -0.045, 0.252], [0.245, -0.129, 0.161], [0.287, 0.559, 0.492], [0.253, -0.510, 0.557], [-0.116, -0.068, -0.272], [0.031, 0.102, 0.145], [0.563, 0.231, 0.593], [0.195, -0.934, -0.383], [-0.050, 0.200, -0.307], [0.307, -0.282, 0.452], [-0.100, 0.272, 0.288], [0.042, 0.040, -0.455], [-0.160, -0.053, -0.139], [-0.334, -0.075, -0.256], [-0.241, 0.120, 0.049], [0.188, -0.063, 0.221], [-0.474, 0.443, 0.083]], "mulliken_charge": [1.839, -0.406, -0.489, -0.677, -0.504, -0.472, -0.416, -0.490, 0.620, -0.716, 0.203, -0.944, -0.140, 0.353, 0.247, 0.143, 0.004, 0.353, 0.422, -0.269, 0.550, -0.654, 0.187, -1.064, 0.368, -0.269, 0.206, 0.032, 0.306, 0.352, 0.332, -0.151, 0.529, -0.687, 0.006, -1.059, 0.387, 0.240, -0.319, 0.082, 0.331, 0.348, 0.292, -0.190, 0.503, -0.670, -0.178, -0.872, 0.350, -0.188, 0.117, 0.264, 0.359, 0.243, 0.283, -0.535, 0.614, -0.698, 0.362, -0.899, 0.246, 0.348, -0.133, -0.253, 0.287, 0.245, 0.348, -0.383, 1.196, -0.322, 0.573, -0.538, -0.365, -0.304, 0.226, 0.373, -0.436, 0.577, -0.289, -0.380, 1.155, -0.609, -0.483, -0.294, -0.355, 0.223, 0.345, 0.145, -0.099, 0.267, -0.234, 1.139, -0.522, -0.636, -0.402, 0.383, 0.161, -0.401, 0.332], "e_homo_ev": -7.46, "charge": -1, "spin_multiplicity": 1, "homo_lumo_gap_ev": 9.400}